This record from the Open Molecules 2025 dataset describes a cluster of 13 separate species, C87H194N10O15 in total at a distorted geometry. The level of theory is ωB97M-V/def2-TZVPD.

Properties
**DFT total energy**: -5106.79820 Ha
**Highest occupied orbital energy**: -8.3 eV
**E_LUMO**: 0.54 eV
**Gap between HOMO and LUMO**: 8.825 eV

Geometry as ORCA input:
```
! RIJCOSX wB97M-V def2-TZVPD def2/J DEFGRID3
* xyz 0 1
O -17.8757 -26.5065 19.8109
O -21.2126 -26.5431 5.0310
O -23.0490 -19.8993 4.7462
O -19.1927 -28.8289 16.0343
O -20.7271 -29.4180 5.3566
O -16.4887 -24.1899 8.5941
O -18.2727 -22.4283 10.2872
O -24.0587 -24.4078 9.4033
O -16.9184 -32.5341 11.5555
O -23.9805 -22.2971 15.3828
O -22.8835 -31.2223 10.5474
O -26.5670 -28.4564 16.3495
O -18.4075 -27.7103 12.9567
O -13.7134 -29.2370 13.3242
O -15.8641 -27.9617 12.1409
N -15.9590 -24.7112 7.3668
N -23.8665 -31.2081 9.4637
N -19.4968 -26.7966 12.7765
N -23.5927 -22.6330 7.0431
N -17.8523 -21.0249 10.1329
N -17.9405 -30.9442 14.6718
N -24.1566 -21.0903 14.6951
N -20.2207 -30.7692 5.3027
N -18.6441 -25.6304 19.1113
N -25.7104 -27.3542 15.9875
C -20.0450 -23.1365 18.8763
C -18.2004 -32.0487 5.7498
C -23.6200 -18.6541 14.5814
C -24.6284 -27.3028 16.9539
C -15.8219 -22.3894 6.4439
C -23.5885 -19.9715 15.4537
C -14.4062 -24.2732 5.4035
C -20.5504 -31.3810 4.0148
C -20.0949 -30.6706 2.7196
C -19.9317 -32.7600 4.0386
C -20.6122 -26.6626 20.1511
C -16.8154 -19.0205 11.0503
C -23.2653 -20.4738 6.0016
C -22.2589 -21.9845 13.1836
C -22.8983 -21.9429 5.9854
C -17.7799 -24.5223 18.6198
C -24.7332 -29.7670 7.6584
C -20.8886 -24.9014 11.0690
C -19.9592 -28.0127 16.8956
C -23.4996 -25.8730 15.1143
C -18.9350 -30.1251 7.1969
C -18.7662 -23.4405 18.1250
C -17.9904 -18.1574 10.4487
C -19.8906 -25.3426 19.9938
C -25.5234 -27.2930 14.5476
C -26.8340 -27.2249 13.7507
C -20.2445 -20.2813 10.3742
C -24.7669 -28.5162 13.9654
C -17.2343 -30.1121 15.6227
C -18.8038 -30.6561 5.7644
C -17.9181 -32.2577 12.5557
C -17.3211 -33.6946 10.8100
C -24.6792 -22.3361 12.6614
C -24.7686 -25.9858 14.3173
C -18.5325 -18.8262 9.2425
C -15.4648 -24.9054 4.5193
C -21.4504 -26.3154 11.2784
C -23.8506 -33.6800 9.3822
C -22.1639 -20.1521 15.9649
C -23.8232 -24.8870 8.1126
C -24.4657 -19.8947 16.7007
C -23.6706 -28.5791 17.0214
C -16.2663 -25.9391 5.2990
C -19.5796 -24.7584 21.3720
C -15.2992 -27.7645 10.7994
C -24.3109 -28.7695 9.8470
C -17.2011 -31.3532 13.5323
C -23.8180 -26.0022 16.5877
C -17.8732 -25.2030 11.6946
C -19.2898 -20.9450 8.0923
C -25.3177 -24.8570 9.9197
C -23.6645 -21.3065 13.2803
C -22.4214 -29.3145 8.3538
C -16.9460 -24.8742 17.5025
C -22.9810 -18.8552 13.2083
C -23.5370 -32.3752 8.5618
C -19.0042 -20.2885 9.4826
C -20.3162 -27.3054 11.6333
C -18.4099 -32.7184 4.3343
C -14.0168 -23.4276 7.7928
C -20.7484 -25.8630 3.8240
C -18.9797 -25.4561 12.6857
C -20.8224 -24.4362 19.1506
C -13.1764 -30.1659 12.4546
C -23.6777 -20.0273 12.4932
C -18.1918 -29.5951 16.7169
C -20.8891 -28.6286 12.0458
C -22.0879 -31.5116 3.9316
C -17.2588 -20.4657 11.4037
C -16.1083 -21.3659 11.6767
C -17.7503 -29.8325 4.9898
C -18.4457 -25.1261 14.0779
C -17.0142 -25.3547 6.5793
C -18.2159 -24.4140 6.3879
C -17.3770 -26.6383 7.4115
C -20.1470 -24.5462 12.3353
C -24.5364 -32.3326 7.3995
C -16.8900 -23.8978 19.7009
C -22.0236 -32.4820 8.0649
C -22.9449 -23.9267 7.3638
C -15.0431 -23.6515 6.7127
C -23.5712 -18.6144 4.5595
C -18.2230 -20.3876 12.6508
C -24.4887 -30.9119 6.6636
C -23.7870 -29.8648 8.8474
C -19.4660 -27.6807 10.4001
C -25.2632 -27.0983 18.3467
H -17.3229 -24.3017 12.0365
H -21.5084 -26.5190 20.8253
H -23.5226 -18.4102 3.4976
H -26.5929 -26.8433 12.7498
H -18.0322 -33.7218 4.3347
H -16.3531 -31.9907 13.8239
H -25.4981 -25.9303 9.9374
H -22.7062 -19.9325 6.7885
H -22.1505 -26.2407 12.1332
H -22.9874 -17.9209 5.2081
H -18.0177 -27.3634 6.8802
H -17.7951 -18.7436 8.4186
H -16.0001 -24.7153 9.2549
H -18.0265 -30.3788 7.7140
H -24.4049 -20.7859 17.2686
H -25.5151 -19.7191 16.4576
H -17.5591 -25.4504 16.7751
H -18.3348 -24.9828 10.7092
H -13.7503 -31.1224 12.4384
H -27.6269 -26.6164 14.1428
H -25.2373 -29.1804 10.3207
H -19.8169 -30.5808 7.7292
H -21.3240 -29.3776 6.1278
H -23.5932 -30.6844 6.0388
H -15.8113 -21.9449 10.8383
H -19.8967 -22.5766 19.8600
H -15.4761 -26.7400 10.4408
H -17.8345 -26.2439 8.3125
H -24.0606 -19.0400 17.3275
H -16.8582 -30.5464 12.8798
H -23.1760 -22.3339 5.0022
H -26.1499 -24.4778 9.2308
H -19.9869 -21.7321 8.1616
H -24.3806 -26.8985 18.9139
H -27.2744 -28.1425 13.5074
H -18.8804 -30.5799 14.4968
H -21.7310 -31.7014 7.3298
H -19.7110 -26.2375 3.5935
H -19.0936 -25.4213 14.9441
H -24.6397 -18.3720 14.2993
H -19.4217 -18.2379 8.9387
H -22.5506 -30.5158 3.7551
H -18.5092 -28.0982 13.8638
H -22.4021 -28.2074 8.3077
H -23.6816 -34.5012 8.7667
H -23.5547 -21.9989 7.7746
H -25.5426 -32.4495 7.8074
H -16.4938 -34.1422 10.3424
H -16.9061 -29.2220 15.1694
H -20.4381 -28.5546 17.6797
H -25.4724 -24.5236 10.9527
H -16.7241 -23.8910 17.0384
H -23.3976 -20.1468 11.4128
H -23.0811 -28.6280 16.1192
H -21.7705 -24.2795 10.9612
H -21.3961 -32.4590 8.9732
H -23.0613 -17.8236 15.0023
H -22.0324 -22.9361 13.6968
H -25.7475 -29.8055 8.0405
H -17.0477 -26.5009 4.6662
H -16.3087 -24.7115 20.0712
H -16.8326 -27.9883 12.1513
H -22.8719 -24.9445 14.7913
H -16.0408 -24.1759 3.8767
H -17.6158 -28.9501 17.3976
H -19.0369 -23.7961 21.3475
H -20.5192 -24.6791 21.8890
H -18.8001 -19.4737 12.7416
H -25.9653 -29.2422 16.3971
H -22.0691 -22.3297 12.1664
H -16.3855 -30.6844 16.0274
H -16.3001 -22.0847 7.3595
H -18.9691 -25.4345 21.9597
H -20.8548 -24.6475 13.1580
H -21.8242 -24.2866 19.6195
H -22.7894 -24.4532 6.4101
H -20.0399 -29.2196 12.4056
H -20.1250 -27.5180 20.6093
H -21.2999 -29.0731 11.1967
H -17.4786 -25.5283 14.2345
H -18.7650 -28.4647 10.6926
H -21.0226 -27.0668 19.2527
H -22.4665 -32.1026 4.7760
H -24.8886 -33.6156 9.6887
H -16.3262 -18.6431 11.9342
H -25.4229 -25.1789 14.5761
H -22.2978 -32.1352 3.1268
H -17.4571 -26.0529 20.5344
H -25.6147 -21.8189 12.7453
H -24.8111 -24.9131 7.4861
H -21.4942 -21.2729 13.3859
H -14.4681 -23.1742 8.7279
H -18.7648 -18.1645 11.2243
H -14.4921 -28.8825 12.8787
H -24.6191 -18.5515 4.9055
H -22.0283 -19.3386 16.6697
H -24.3734 -33.1341 6.6838
H -24.4172 -27.8133 9.3177
H -24.7325 -19.5956 12.4189
H -24.6768 -28.8007 7.1437
H -18.3994 -21.3444 7.6737
H -22.9396 -28.5104 17.8571
H -20.4206 -31.2456 1.8388
H -18.1646 -33.1351 13.1604
H -16.1038 -23.2051 19.3477
H -20.7769 -27.3964 5.0460
H -21.9024 -33.4641 7.5513
H -18.1840 -23.8763 5.4404
H -17.6321 -17.1296 10.2655
H -22.0093 -23.7440 7.7991
H -16.0590 -25.4092 17.6848
H -24.1993 -29.5060 17.0703
H -18.6650 -32.7128 6.5024
H -16.2684 -22.1295 12.5169
H -13.0874 -29.7208 11.4640
H -14.2683 -27.7024 10.9886
H -21.5063 -26.1233 3.0358
H -24.8221 -22.6907 15.4442
H -18.2458 -23.7533 7.2182
H -18.6629 -30.3501 17.3471
H -19.1348 -23.8223 17.1562
H -15.5401 -28.5546 10.1471
H -21.6777 -28.5208 12.7570
H -22.1530 -29.8191 7.4142
H -13.7506 -23.4977 5.0097
H -13.4994 -24.3401 7.9514
H -12.1743 -30.3864 12.7920
H -25.6199 -28.0205 18.8077
H -22.8947 -25.8954 17.1611
H -17.1494 -26.0030 11.5149
H -23.6180 -28.4520 13.9075
H -21.3705 -20.0823 15.2223
H -21.8080 -22.0521 6.0874
H -17.9988 -33.3369 10.0201
H -18.3158 -24.0516 14.1596
H -20.7733 -24.7941 4.0663
H -20.3348 -33.4838 4.8006
H -20.9258 -24.8926 18.1176
H -18.1914 -22.5029 17.9080
H -15.2540 -20.7561 12.0232
H -24.5514 -26.0129 13.2297
H -23.2598 -33.7837 10.3083
H -19.7297 -23.5687 12.2517
H -17.7803 -34.4854 11.4548
H -21.8688 -18.9735 13.2936
H -18.7939 -31.9196 12.0356
H -26.0095 -26.3246 18.3492
H -17.6545 -20.4375 13.6488
H -16.7702 -29.9346 5.5437
H -20.1477 -28.0370 9.6389
H -17.6379 -22.9196 9.7812
H -15.1419 -21.5299 6.1444
H -24.3901 -20.3764 6.2573
H -23.1347 -17.8928 12.5959
H -17.5774 -30.1875 3.9734
H -20.2806 -24.7661 10.1647
H -23.4176 -25.8639 8.0547
H -20.6647 -27.4360 16.2851
H -22.1200 -21.0811 16.5011
H -14.9391 -25.4379 3.6538
H -20.5028 -29.6406 2.6305
H -19.7742 -20.2404 7.3957
H -24.6832 -23.2808 13.2696
H -20.2099 -19.6096 11.2500
H -13.2015 -22.7893 7.4224
H -18.9224 -21.2255 12.6789
H -24.5718 -22.5205 11.5754
H -15.5624 -26.7345 5.6355
H -22.0165 -26.6957 10.3810
H -17.1387 -32.0326 5.9854
H -19.1630 -24.9688 6.4703
H -19.3231 -27.2927 17.4002
H -21.1530 -19.9911 9.8558
H -16.0809 -19.0408 10.2798
H -25.2693 -30.7964 5.8865
H -17.9904 -28.7887 4.9641
H -24.9385 -29.4266 14.5494
H -13.7079 -25.0369 5.7072
H -21.6181 -29.5262 9.0448
H -20.6021 -22.4222 18.3099
H -25.0454 -28.7276 12.8873
H -23.5696 -28.7292 10.6688
H -19.0304 -30.6484 2.6912
H -16.5545 -22.4222 5.6546
H -22.8022 -26.7153 14.8842
H -20.5007 -21.2517 10.8084
H -18.9819 -29.0173 7.2127
H -18.8812 -26.8825 9.8855
H -23.5436 -31.4172 11.2587
H -17.8347 -32.0745 3.6814
H -16.3984 -27.0267 7.6718
H -20.0458 -33.1224 3.0289
H -24.3988 -25.0831 16.9333
H -17.4484 -23.3843 20.5020
*
```